No. 1
Here is C33H18Cl2N5O4RuS3Se as an isolated structure from the OMol25 dataset. Energies are from ωB97M-V with the def2-TZVPD basis set.

The value obtained for the energy relative to the best compared isomer or geometry (same formula, charge and spin) is 11.30 kJ/mol. As for the gap between HOMO and LUMO (spin up / spin down): 6.6 / 6.7 eV. As for the spin multiplicity: 2. Its total energy is -6454.43416 Eh. Its LUMO energy (spin up / spin down) is -1.4 / -1.4 eV. The calculation puts the HOMO energy (spin up / spin down) at -0.295 / -0.296 Eh.

Element x y z (Å)
Ru  0.520  -0.975  0.658
Cl  -6.195  0.368  -1.863
C  -4.521  -0.007  -1.585
C  -3.646  -0.077  -2.678
C  -2.326  -0.369  -2.480
Cl  -1.254  -0.445  -3.838
C  -1.770  -0.597  -1.184
O  -0.514  -0.831  -1.090
C  -2.693  -0.539  -0.101
C  -2.346  -0.830  1.263
O  -1.248  -1.147  1.728
C  -4.055  -0.241  -0.326
H  -4.013  0.102  -3.679
H  -3.182  -0.801  1.973
H  -4.731  -0.199  0.519
Se  4.945  -5.524  -3.596
N  3.461  -5.808  -2.655
C  3.142  -4.675  -2.093
C  1.981  -4.504  -1.227
C  1.110  -5.535  -0.882
C  0.054  -5.265  -0.037
C  -0.115  -3.971  0.442
N  0.706  -2.985  0.108
C  1.742  -3.237  -0.706
C  2.617  -2.106  -0.989
N  2.275  -0.936  -0.414
C  3.069  0.111  -0.586
C  4.225  0.049  -1.362
C  4.568  -1.134  -1.973
C  3.749  -2.246  -1.781
C  4.019  -3.558  -2.364
N  5.037  -3.805  -3.142
H  1.281  -6.528  -1.277
H  -0.639  -6.039  0.261
H  -0.922  -3.709  1.114
H  2.758  1.023  -0.109
H  4.828  0.939  -1.475
H  5.453  -1.224  -2.589
O  0.066  0.946  0.797
C  0.595  2.135  1.278
C  1.551  1.889  2.432
C  2.916  1.869  2.452
C  3.452  1.432  3.694
C  2.479  1.119  4.591
S  0.919  1.370  3.948
C  -0.597  2.989  1.727
C  -1.885  2.836  1.314
C  -2.752  3.850  1.809
C  -2.097  4.762  2.576
S  -0.433  4.387  2.716
C  1.252  2.885  0.111
C  1.027  2.603  -1.204
C  1.675  3.509  -2.088
C  2.373  4.470  -1.425
S  2.253  4.277  0.273
H  3.530  2.169  1.616
H  4.509  1.351  3.904
H  2.597  0.749  5.596
H  -2.183  2.032  0.659
H  -3.811  3.898  1.599
H  -2.504  5.622  3.083
H  0.410  1.769  -1.509
H  1.617  3.449  -3.165
H  2.955  5.278  -1.839
O  1.484  -2.197  4.537
C  1.484  -1.814  3.419
N  1.563  -1.425  2.292

***

No. 2
Here is a 2-piece molecular cluster, C2H8OS overall from the OMol25 dataset. Energies are from ωB97M-V with the def2-TZVPD basis set.

The value obtained for the energy relative to the best compared isomer or geometry (same formula, charge and spin) is 99.58 kJ/mol. As for the gap between HOMO and LUMO: 10.0 eV. Its total energy is -554.37993 Eh. Its LUMO energy is 0.8 eV. As for the SMILES: CCO.S. The calculation puts the HOMO energy at -0.339 Eh.

Element x y z (Å)
C  0.326  -1.599  -0.292
C  1.017  -0.252  0.030
O  0.049  0.732  -0.444
H  -0.543  -1.550  0.313
H  0.870  -2.446  0.024
H  0.025  -1.723  -1.428
H  1.137  -0.097  1.032
H  2.096  -0.015  -0.338
H  0.212  0.913  -1.393
S  -2.263  2.197  1.098
H  -1.969  1.303  0.177
H  -0.957  2.539  1.220